The following is a DFT calculation (wB97M-V/def2-TZVPD) of C9H9NO in the gas phase.

Geometry as XYZ:
```
20
Properties=species:S:1:pos:R:3:forces:R:3:nbo_charge:R:1
N 1.587709 -1.042788 2.785782 0.461 0.049 0.499 -0.790
C 0.929176 -0.404434 1.756946 -0.240 0.214 -0.244 0.210
C 0.397602 0.891858 1.950259 -0.038 -0.061 -0.126 -0.285
C -0.328815 1.508411 0.951412 -0.043 0.085 -0.055 -0.131
C -0.527697 0.835883 -0.258009 0.093 0.164 0.043 -0.179
C -0.000437 -0.431040 -0.458943 -0.081 -0.299 -0.079 0.062
C 0.726029 -1.064711 0.540857 -0.036 0.173 -0.010 -0.289
C -0.360239 -0.973675 -1.835590 0.185 0.416 0.072 -0.433
C -1.174753 0.166376 -2.494704 -0.120 -0.072 0.013 -0.509
C -1.249065 1.301389 -1.460889 -0.173 -0.020 0.123 0.569
O -1.820798 2.360598 -1.608813 0.240 -0.354 -0.017 -0.552
H 2.172543 -1.828150 2.537011 -0.133 0.151 -0.002 0.383
H 1.998077 -0.461279 3.511713 -0.245 -0.206 -0.357 0.385
H 0.560842 1.391048 2.899267 -0.014 -0.026 -0.033 0.211
H -0.754075 2.506297 1.082726 0.167 -0.303 0.011 0.229
H 1.142976 -2.059093 0.411746 -0.079 0.034 -0.099 0.206
H 0.545845 -1.208727 -2.402612 -0.089 0.029 0.048 0.220
H -0.927774 -1.899515 -1.750544 -0.061 -0.003 0.017 0.222
H -2.200855 -0.139680 -2.745404 0.286 0.112 0.045 0.237
H -0.716292 0.551230 -3.412211 -0.079 -0.082 0.151 0.236
```
Forces are in eV/Å.

## Properties
* total energy: -478.3728 Ha
* largest force on an atom: 0.7 eV/Å
* total charge: 0
* HOMO-LUMO gap: 9.0847 eV
* relative energy (zero: lowest compared OMol25 entry of this formula, charge and spin): 0.000 eV
* HOMO: -0.3061 Ha
* structure (SMILES): Nc1ccc2c(c1)CCC2=O

The following is a DFT calculation (wB97M-V/def2-TZVPD) of 12 unconnected molecules or ions with the total composition C37H59Br22FIN2O5PS3.

Geometry as XYZ:
```
131
Properties=species:S:1:pos:R:3:forces:R:3:mulliken_charge:R:1
C 3.407848 -0.087821 -1.836900 1.031 0.587 1.486 -0.025
N 3.746249 0.161980 -3.288855 0.092 -0.804 0.458 -0.123
C 2.918104 -0.675571 -4.241434 -0.313 -1.321 0.530 -0.415
C 1.422819 -0.949142 -3.549946 -1.662 -1.060 0.579 0.062
C 1.209088 -2.467726 -2.959440 -3.125 3.526 0.090 -0.452
C -0.214277 -2.836686 -2.241559 1.983 4.862 -0.876 0.363
P -0.420239 -4.652181 -1.632964 -1.632 -0.062 0.155 0.297
O -1.200995 -4.746329 -0.078379 -0.598 0.336 -2.302 -0.456
I 1.822194 -5.691415 -1.205531 -0.544 0.816 0.208 -0.045
C -1.330087 -1.646651 -2.105934 2.230 0.587 -1.440 -0.384
C -1.148887 -0.089528 -2.690559 2.531 -1.776 -0.641 -0.277
C 0.296818 0.275417 -3.460011 -0.516 -5.206 2.062 0.220
S 0.490424 1.997113 -4.121497 -5.680 4.841 0.187 1.067
C 2.106479 2.508935 -4.844283 1.718 0.465 -1.743 -0.458
O 0.107562 3.028314 -2.995389 2.050 -3.819 -2.884 -0.588
O -0.604017 2.189929 -5.242035 3.876 -1.566 3.084 -0.667
N -2.204587 0.964514 -2.505628 -0.930 -3.511 -0.842 0.323
C -3.616715 0.462367 -2.459228 -5.205 -0.218 -0.148 0.160
C -4.779818 1.531237 -3.014311 -0.982 -2.451 1.082 -0.562
C -6.381982 1.188171 -3.001895 3.335 -3.069 1.924 0.093
S -7.695665 2.440817 -3.580674 -2.948 -0.751 -3.669 1.105
O -9.020637 1.657859 -3.768733 5.000 2.926 1.501 -0.561
O -7.280795 3.235933 -4.839420 -0.866 -2.461 5.545 -0.504
F -7.929113 3.488527 -2.198994 0.766 -1.984 -2.759 -0.285
C -6.904372 -0.264947 -2.451124 3.716 0.647 0.378 -0.511
C -5.802755 -1.379242 -1.881440 0.794 4.752 -2.019 -0.224
C -4.188182 -0.955202 -1.889039 -1.714 2.204 -1.467 0.367
S -2.934385 -2.163640 -1.201977 0.573 2.120 -1.608 -0.262
H 2.476756 0.534729 -1.439977 1.758 -1.613 -1.118 0.206
H 4.333761 0.327819 -1.208288 -2.638 -0.892 -2.091 -0.395
H 3.343482 -1.237873 -1.547056 -0.173 2.277 -0.555 0.311
H 4.778780 -0.083315 -3.363774 -1.890 0.377 -0.258 0.185
H 2.843044 -0.243426 -5.328242 0.007 -0.569 2.271 0.049
H 3.491753 -1.714702 -4.352718 -1.720 1.708 0.156 0.342
H 2.076275 -3.264124 -3.059671 -2.046 1.954 0.244 -0.082
H -2.166599 -4.990414 -0.305335 2.142 0.494 0.511 0.331
H 1.980390 3.610943 -5.284782 -0.496 -2.451 1.186 0.361
H 2.312719 1.831640 -5.806327 -0.477 1.332 2.349 -0.152
H 3.027878 2.562441 -4.122125 -2.122 -0.696 -1.128 0.330
H -2.206319 1.703633 -3.241225 0.704 -0.658 0.704 0.255
H -4.424276 2.591119 -3.410846 -0.861 -2.463 0.919 0.224
H -8.055634 -0.510080 -2.431460 2.664 0.614 -0.106 0.325
H -6.214296 -2.406670 -1.503014 1.177 2.226 -0.749 0.251
Br -4.140480 5.584100 -1.794252 0.020 0.076 0.017 -0.127
C -2.419080 6.473586 -2.015661 -0.050 -0.101 -0.202 -0.601
C -1.397977 5.939792 -1.038506 0.237 0.029 -0.087 -0.224
Br -1.689102 6.659866 0.750658 -0.006 -0.044 -0.018 -0.174
H -2.598902 7.547518 -1.912548 0.078 -0.292 0.058 0.408
H -2.117961 6.257414 -3.044705 0.036 -0.013 0.230 0.336
H -0.391425 6.265793 -1.315517 -0.214 -0.042 0.002 0.367
H -1.410167 4.849899 -0.949874 -0.058 0.282 -0.052 0.012
Br -1.825682 1.242534 4.355383 0.101 0.018 -0.046 -0.129
C -1.527634 3.073304 3.752990 -0.078 -0.020 0.241 -0.509
C -2.530488 3.471177 2.695445 0.020 0.205 -0.203 -0.484
Br -2.081006 2.688765 0.966236 -0.088 -0.041 0.092 -0.008
H -0.490142 3.132355 3.411785 -0.301 -0.014 -0.014 0.310
H -1.646423 3.689875 4.648570 -0.027 -0.031 -0.200 0.325
H -2.510388 4.552367 2.531789 0.050 -0.203 0.042 0.131
H -3.553330 3.162886 2.929158 0.309 -0.002 0.019 0.374
Br -1.543645 -2.447473 5.523446 0.033 -0.050 -0.079 -0.160
C 0.277816 -3.120271 5.341648 -0.044 -0.111 0.218 -0.550
C 1.280771 -1.990448 5.342345 0.234 0.049 -0.189 -0.428
Br 1.308285 -1.069725 3.623078 0.000 -0.027 0.150 -0.009
H 0.305487 -3.724999 4.430694 0.033 0.255 0.171 0.311
H 0.428370 -3.770174 6.208420 0.014 0.154 -0.120 0.371
H 2.295853 -2.375535 5.474539 -0.201 -0.024 -0.012 0.347
H 1.081970 -1.233875 6.106509 -0.055 -0.219 -0.165 0.145
Br 4.595635 0.833560 -7.294492 0.167 0.048 -0.106 -0.034
C 5.884855 -0.619128 -7.470664 -0.207 -0.133 -0.152 -0.639
C 6.277294 -1.168938 -6.119324 0.293 -0.085 0.063 -0.038
Br 7.535610 0.014736 -5.213827 -0.177 -0.047 0.038 -0.116
H 6.730960 -0.227641 -8.042629 -0.178 -0.098 0.255 0.402
H 5.373276 -1.382498 -8.063864 0.099 0.099 0.155 0.352
H 6.808906 -2.118473 -6.228545 -0.127 0.168 -0.054 0.395
H 5.428370 -1.308894 -5.444334 0.161 0.073 -0.277 -0.206
Br 5.566160 0.098340 0.497066 0.807 0.009 1.089 -0.185
C 5.866367 1.921388 1.121406 0.324 -0.085 -0.012 -0.636
C 5.342285 2.111882 2.525496 -0.138 0.203 0.119 0.083
Br 3.399732 2.287207 2.536318 0.080 -0.079 0.011 -0.102
H 5.402611 2.589791 0.390334 0.027 -0.144 0.251 0.420
H 6.951427 2.056224 1.093134 -0.266 -0.031 0.085 0.310
H 5.714249 3.047462 2.952684 0.005 -0.213 -0.177 -0.320
H 5.592075 1.286429 3.197883 -0.024 0.169 -0.259 0.400
Br 2.021840 4.881234 -9.697019 0.063 -0.091 0.085 -0.131
C 2.291953 2.966709 -9.952088 0.086 0.119 -0.262 -0.242
C 0.975721 2.225184 -9.961645 -0.082 -0.325 0.184 -0.573
Br 0.268432 2.018913 -8.155666 0.018 0.112 -0.117 -0.038
H 2.973004 2.632488 -9.164202 -0.264 0.030 -0.189 -0.031
H 2.792203 2.877006 -10.920611 -0.112 -0.015 0.163 0.355
H 1.110146 1.205008 -10.332226 0.068 0.206 0.004 0.324
H 0.201607 2.722302 -10.552824 0.281 -0.041 0.132 0.370
Br 4.559262 -8.325224 1.392785 0.042 0.043 0.104 -0.139
C 3.945429 -7.873774 3.188009 -0.115 -0.238 -0.071 -0.546
C 3.206950 -6.555835 3.198196 -0.005 0.193 0.198 -0.514
Br 4.445143 -5.051950 3.100342 -0.128 -0.046 -0.070 -0.114
H 4.824880 -7.883854 3.838211 -0.246 0.113 -0.176 0.368
H 3.278281 -8.691915 3.474178 0.071 0.194 -0.042 0.364
H 2.670652 -6.421202 4.141816 0.108 -0.105 -0.145 0.305
H 2.504310 -6.445423 2.367547 0.215 -0.104 0.152 0.267
Br 1.125213 1.357938 7.831605 -0.110 -0.046 -0.038 -0.136
C -0.702080 2.038041 7.875039 0.085 0.091 -0.120 -0.471
C -1.097107 2.455716 9.272151 -0.211 0.012 0.103 -0.567
Br -1.507034 0.905815 10.383067 0.092 0.101 -0.013 -0.149
H -1.343661 1.256760 7.457579 0.157 0.223 0.163 0.347
H -0.700660 2.899353 7.200892 -0.028 -0.139 0.150 0.222
H -2.019328 3.043341 9.253079 0.167 -0.110 -0.077 0.374
H -0.320437 3.024163 9.791306 -0.142 -0.180 -0.204 0.377
Br -8.797825 -2.549252 0.312344 0.031 -0.099 -0.032 -0.162
C -8.159507 -3.839393 1.628215 -0.182 0.097 0.052 -0.491
C -6.757613 -3.508070 2.083558 0.073 -0.120 0.212 -0.155
Br -5.439030 -4.024618 0.742333 -0.029 0.041 0.057 -0.134
H -8.245319 -4.829813 1.172141 0.121 0.254 0.150 0.410
H -8.863322 -3.766273 2.462261 0.238 0.021 -0.152 0.193
H -6.495496 -4.083580 2.975881 -0.099 0.011 -0.172 -0.086
H -6.606982 -2.444044 2.286116 -0.106 -0.248 -0.141 0.426
Br -9.227106 -5.657347 4.616965 0.038 -0.154 0.049 -0.102
C -8.125130 -6.631748 5.897441 -0.178 0.102 0.163 -0.529
C -6.702995 -6.121905 5.894478 0.228 -0.161 0.061 -0.636
Br -5.719446 -6.782264 4.344986 -0.061 0.153 0.015 -0.128
H -8.206498 -7.693145 5.646215 0.120 0.300 0.024 0.376
H -8.595864 -6.455900 6.868945 0.139 -0.004 -0.162 0.339
H -6.155071 -6.501549 6.761547 -0.164 0.053 -0.132 0.351
H -6.632983 -5.030750 5.875750 -0.120 -0.282 0.006 0.376
Br 8.467848 3.008617 5.523346 0.068 0.075 -0.098 -0.128
C 8.765896 4.839387 4.920953 -0.039 -0.050 0.279 -0.569
C 7.763043 5.237260 3.863408 0.060 0.224 -0.152 -0.603
Br 8.212524 4.454848 2.134198 -0.011 0.080 0.086 -0.112
H 9.803388 4.898438 4.579748 -0.325 0.001 -0.011 0.370
H 8.647107 5.455958 5.816533 -0.031 -0.068 -0.210 0.345
H 7.783142 6.318450 3.699752 0.028 -0.197 0.069 0.368
H 6.740200 4.928969 4.097120 0.296 0.038 0.040 0.343
```
Forces are in eV/Å.

## Properties
* total energy: -60492.0332 Ha
* largest force on an atom: 7.5 eV/Å
* total charge: 0
* HOMO-LUMO gap: 6.5053 eV
* HOMO: -0.2872 Ha
* structure (SMILES): CNCc1cc(P(O)I)c2c(c1S(C)(=O)=O)Nc1cc(S(=O)(=O)F)ccc1S2.BrCCBr.BrCCBr.BrCCBr.BrCCBr.BrCCBr.BrCCBr.BrCCBr.BrCCBr.BrCCBr.BrCCBr.BrCCBr

The following is a DFT calculation (wB97M-V/def2-TZVPD) of C4H8N2O in the gas phase.

Geometry as XYZ:
```
15
Properties=species:S:1:pos:R:3:forces:R:3:nbo_charge:R:1
N -0.313268 2.223725 0.616541 -0.807 -0.612 0.261 -0.347
C -0.758944 1.157187 0.625767 0.448 1.119 0.055 0.292
C -0.974838 -0.282865 0.464036 0.579 0.168 -0.082 -0.151
N -2.332544 -0.528106 -0.087207 0.314 -0.125 -0.053 -0.817
C 0.297067 -0.653169 -0.461215 -0.336 -0.134 0.150 -0.415
C 1.548222 0.267849 -0.552968 -0.318 -0.289 -0.347 -0.060
O 2.243009 0.394653 0.672696 -0.033 0.034 0.118 -0.731
H -0.872071 -0.757064 1.455908 0.307 0.182 -0.353 0.216
H -2.520783 -1.522945 -0.186390 0.343 0.098 -0.046 0.364
H -3.051662 -0.198414 0.564914 0.529 0.066 -0.235 0.368
H -0.019288 -0.751909 -1.508358 -0.274 -0.131 0.306 0.226
H 0.722921 -1.607885 -0.130778 -0.437 -0.020 -0.038 0.217
H 1.369115 1.252910 -1.007814 -0.283 -0.352 0.214 0.188
H 2.157102 -0.309082 -1.265774 0.192 0.265 0.098 0.167
H 2.505961 1.315121 0.800646 -0.224 -0.270 -0.047 0.484
```
Forces are in eV/Å.

## Properties
* total energy: -341.9230 Ha
* largest force on an atom: 1.2 eV/Å
* total charge: 0
* HOMO-LUMO gap: 10.9065 eV
* relative energy (zero: lowest compared OMol25 entry of this formula, charge and spin): 2.196 eV
* HOMO: -0.3722 Ha
* structure (SMILES): N#C[C@@H](N)CCO

The following is a DFT calculation (wB97M-V/def2-TZVPD) of a molecular structure, C24H23MnN6O6S.

Geometry as XYZ:
```
61
Properties=species:S:1:pos:R:3:forces:R:3:mulliken_spin:R:1
Mn 0.246513 0.161775 -0.005578 -0.117 -0.128 -0.336 3.258
C 0.391437 -1.091935 3.991199 0.027 0.016 -0.053 -0.002
C 0.927623 -0.788737 2.626783 0.374 -0.084 -0.044 0.021
O 0.052069 -0.396103 1.769830 -0.157 0.077 0.031 0.027
C 2.276705 -0.911041 2.331033 -0.275 0.069 0.060 0.039
C 2.829535 -0.695308 1.059436 -0.003 -0.141 0.122 0.005
C 4.299205 -0.920572 0.874152 0.009 0.038 0.011 -0.005
N 2.092819 -0.328766 0.020112 -0.127 0.042 0.016 -0.068
N 2.748830 -0.216021 -1.200144 -0.127 0.137 -0.356 -0.019
C 1.941729 0.240548 -2.097236 0.300 -0.090 0.212 0.010
O 0.682300 0.527511 -1.805429 -0.330 0.023 0.192 -0.024
C 2.412784 0.457248 -3.475971 -0.021 -0.041 -0.036 0.002
C 3.752946 0.761533 -3.703218 -0.074 -0.041 0.018 0.000
C 4.212226 0.934552 -4.995216 -0.013 0.010 -0.051 -0.001
C 3.342387 0.795885 -6.067756 -0.027 -0.011 0.039 0.002
C 2.007627 0.490745 -5.845931 0.045 0.014 0.012 -0.001
C 1.540919 0.327563 -4.553006 0.098 0.070 0.040 0.003
H -0.667550 -1.330529 3.929787 0.002 -0.020 -0.013 -0.002
H 0.505678 -0.208326 4.621907 -0.012 0.032 0.015 0.002
H 0.937568 -1.909614 4.455681 0.016 0.001 0.008 0.000
H 2.941437 -1.231915 3.116031 0.038 -0.016 0.046 0.004
H 4.815515 -0.775636 1.819820 0.001 -0.026 0.012 0.000
H 4.711375 -0.274841 0.104167 -0.014 -0.008 0.057 0.001
H 4.463608 -1.949637 0.551034 -0.014 -0.034 -0.050 0.001
H 4.422938 0.861830 -2.863151 0.046 -0.002 0.056 0.000
H 5.249771 1.179068 -5.167603 0.062 0.008 -0.016 0.000
H 3.705278 0.924457 -7.076153 0.025 0.017 -0.079 0.000
H 1.331412 0.377769 -6.679754 -0.043 -0.006 -0.063 0.000
H 0.502846 0.082231 -4.392214 -0.098 -0.016 0.041 -0.003
O -2.427746 4.065992 3.147596 0.029 -0.025 -0.073 0.000
C -1.118213 4.246269 3.247406 -0.079 -0.019 -0.127 0.000
O -0.615947 4.961022 4.068048 0.038 0.063 0.075 0.000
C -0.247148 3.501508 2.284727 0.171 -0.109 0.067 -0.004
C 1.134793 3.626548 2.253800 -0.279 -0.108 -0.122 0.003
N 1.598650 2.764540 1.336212 -0.162 -0.009 -0.052 -0.001
N 0.595059 2.102676 0.742559 0.101 -0.078 0.116 0.001
C -0.524345 2.521754 1.324169 0.133 0.247 -0.108 0.005
C -1.770533 1.865459 0.832018 -0.050 0.109 0.022 -0.010
O -2.873866 2.224709 1.190375 0.012 0.003 -0.003 0.009
O -1.532875 0.915018 -0.021305 0.143 -0.223 -0.077 -0.002
H -2.682076 3.452969 2.415962 0.050 0.029 0.097 0.000
H 1.775830 4.277706 2.816781 0.090 0.088 0.089 0.000
H 2.548819 2.642145 1.015543 -0.113 -0.022 0.043 0.001
N -1.898217 -0.531338 -2.616435 0.322 0.165 0.070 -0.005
C -2.103158 -1.243462 -1.518232 0.000 0.001 0.075 0.006
S -0.742348 -1.879636 -0.621052 0.246 0.098 0.023 -0.240
N -3.337826 -1.504930 -1.127248 -0.081 0.276 -0.267 -0.009
C -3.744928 -2.179976 0.063196 -0.043 -0.055 0.169 0.012
C -3.342725 -3.479151 0.321781 -0.063 -0.023 -0.027 -0.019
C -3.771708 -4.092289 1.488349 -0.014 0.010 0.003 0.001
C -4.606451 -3.418942 2.367660 0.017 -0.001 -0.041 -0.002
C -5.018909 -2.125288 2.082918 0.023 -0.022 0.005 -0.001
C -4.587981 -1.498219 0.926704 0.077 -0.023 0.054 0.001
H -0.955382 -0.172949 -2.771268 -0.225 -0.109 0.063 -0.001
H -2.661793 -0.034420 -3.050002 0.000 0.022 -0.019 0.001
H -4.078304 -0.993709 -1.599394 0.111 -0.193 -0.020 0.000
H -2.725424 -4.016523 -0.384583 0.023 0.004 -0.036 0.004
H -3.467707 -5.106775 1.697028 0.024 -0.068 0.024 0.000
H -4.946039 -3.907095 3.268740 -0.019 -0.031 0.059 0.000
H -5.668145 -1.597088 2.763971 -0.062 0.028 0.052 0.000
H -4.880887 -0.480260 0.711363 -0.008 0.085 -0.024 0.000
```
Forces are in eV/Å.

## Properties
* multiplicity: 4
* total energy: -3257.4250 Ha
* largest force on an atom: 0.4 eV/Å
* total charge: +1
* HOMO-LUMO gap (alpha / beta): 5.5524 / 6.9151 eV
* HOMO (alpha / beta): -0.4097 / -0.4158 Ha